This record from OMol25 describes a 14-piece molecular cluster, C48H96NO14 overall at a distorted geometry. The level of theory is the ωB97M-V functional and the def2-TZVPD basis.

The calculation puts the highest occupied orbital energy at -2.066 eV. The value obtained for the energy above the lowest of the compared OMol25 structures with the same formula, charge and spin is 16.79 kcal/mol. As for the net charge: -1. As for the gap between HOMO and LUMO: 4.10 eV. Its total energy is -2994.54067 a.u. The multiplicity is 1.

Each line ends with the Löwdin charge.
Element x y z (Å)
C (-1.49, -1.36, 1.10)  -0.06
C (-0.47, -0.41, 0.46)  -0.51
C (0.75, -1.31, 0.14)  -0.13
C (1.63, -0.81, -1.01)  -0.19
C (0.79, -0.39, -2.19)  -0.15
C (-0.36, 0.58, -1.88)  -0.50
N (-1.07, 0.19, -0.70)  -0.22
O (-2.25, 0.89, -0.46)  -0.25
C (-1.25, 0.60, -3.10)  -0.04
C (0.27, 2.00, -1.75)  -0.02
C (-0.01, 0.60, 1.52)  -0.03
H (-1.16, -1.92, 1.98)  0.06
H (-1.90, -2.11, 0.42)  0.07
H (-2.39, -0.84, 1.43)  0.07
H (0.44, -2.33, -0.11)  0.08
H (1.45, -1.35, 0.98)  0.10
H (2.34, -1.60, -1.27)  0.09
H (2.15, 0.06, -0.61)  0.09
H (0.37, -1.27, -2.71)  0.11
H (1.47, 0.05, -2.94)  0.05
H (-1.73, -0.36, -3.31)  0.08
H (-0.69, 0.79, -4.02)  0.04
H (-2.04, 1.34, -2.98)  0.05
H (-0.51, 2.77, -1.70)  0.07
H (0.96, 2.26, -2.57)  0.07
H (0.95, 2.05, -0.89)  0.06
H (-0.91, 1.14, 1.83)  0.08
H (0.63, 1.36, 1.06)  0.05
H (0.45, 0.09, 2.37)  0.07
C (2.57, 0.56, -4.80)  -0.03
C (2.21, -0.32, -5.97)  -0.49
O (2.56, -0.05, -7.09)  0.06
C (1.56, -1.64, -5.63)  0.00
H (2.85, 1.55, -5.18)  0.10
H (3.41, 0.15, -4.24)  0.05
H (1.75, 0.79, -4.11)  0.04
H (0.47, -1.61, -5.61)  0.08
H (1.97, -1.98, -4.67)  0.07
H (1.89, -2.37, -6.37)  0.08
C (-0.98, -5.45, 0.45)  -0.01
C (0.33, -5.44, -0.30)  -0.50
O (1.37, -5.83, 0.18)  0.05
C (0.26, -4.76, -1.64)  -0.02
H (-1.13, -4.50, 0.98)  0.08
H (-0.88, -6.16, 1.27)  0.08
H (-1.80, -5.67, -0.22)  0.07
H (1.21, -4.86, -2.17)  0.08
H (-0.03, -3.72, -1.50)  0.06
H (-0.53, -5.20, -2.25)  0.08
C (-4.81, 2.90, -1.86)  -0.02
C (-4.97, 2.27, -3.21)  -0.50
O (-5.90, 1.55, -3.46)  0.05
C (-3.91, 2.58, -4.24)  -0.02
H (-3.76, 2.91, -1.53)  0.07
H (-5.30, 2.32, -1.08)  0.09
H (-5.18, 3.93, -1.87)  0.08
H (-3.89, 3.66, -4.44)  0.09
H (-4.09, 2.01, -5.14)  0.07
H (-2.93, 2.35, -3.83)  0.04
C (2.93, -1.41, 4.70)  -0.01
C (1.67, -0.89, 5.35)  -0.49
O (1.62, 0.24, 5.78)  0.05
C (0.44, -1.76, 5.34)  -0.01
H (2.78, -1.42, 3.61)  0.08
H (3.16, -2.43, 5.02)  0.08
H (3.78, -0.76, 4.87)  0.08
H (0.66, -2.81, 5.52)  0.08
H (-0.04, -1.71, 4.36)  0.07
H (-0.23, -1.43, 6.14)  0.08
C (-0.04, 3.44, 4.47)  -0.04
C (-1.42, 3.95, 4.80)  -0.50
O (-2.35, 3.68, 4.09)  0.08
C (-1.62, 4.64, 6.13)  -0.04
H (0.26, 2.72, 5.25)  0.08
H (0.66, 4.28, 4.47)  0.08
H (-0.01, 2.88, 3.54)  0.06
H (-2.68, 4.74, 6.37)  0.08
H (-1.14, 5.62, 6.17)  0.08
H (-1.19, 4.06, 6.94)  0.07
C (0.67, 5.81, -0.57)  -0.02
C (1.03, 5.32, 0.81)  -0.51
O (0.44, 4.38, 1.29)  0.07
C (2.11, 6.03, 1.58)  -0.02
H (0.62, 6.90, -0.59)  0.08
H (-0.30, 5.41, -0.85)  0.08
H (1.45, 5.42, -1.23)  0.09
H (3.05, 6.02, 1.02)  0.09
H (2.30, 5.54, 2.53)  0.06
H (1.76, 7.06, 1.70)  0.09
C (-6.41, -1.52, 4.34)  -0.03
C (-5.33, -1.62, 3.29)  -0.50
O (-5.11, -0.69, 2.55)  0.07
C (-4.45, -2.86, 3.23)  -0.01
H (-6.02, -2.00, 5.23)  0.07
H (-7.24, -2.11, 3.95)  0.09
H (-6.61, -0.47, 4.54)  0.08
H (-4.97, -3.60, 2.62)  0.09
H (-4.26, -3.22, 4.24)  0.07
H (-3.53, -2.60, 2.71)  0.06
C (-4.34, -1.33, -3.50)  -0.01
C (-4.09, -2.30, -2.36)  -0.48
O (-4.81, -2.36, -1.40)  0.07
C (-2.86, -3.17, -2.47)  -0.03
H (-5.24, -1.61, -4.06)  0.09
H (-3.53, -1.38, -4.23)  0.06
H (-4.52, -0.31, -3.17)  0.06
H (-2.90, -3.83, -1.61)  0.07
H (-1.95, -2.58, -2.32)  0.06
H (-2.86, -3.70, -3.42)  0.09
C (-2.74, 1.61, -7.77)  -0.03
C (-1.79, 1.03, -6.78)  -0.49
O (-1.77, -0.16, -6.57)  0.06
C (-0.85, 1.97, -6.04)  -0.01
H (-2.29, 2.23, -8.55)  0.08
H (-3.49, 2.24, -7.28)  0.07
H (-3.24, 0.78, -8.26)  0.08
H (-0.99, 2.97, -6.43)  0.08
H (0.16, 1.58, -6.17)  0.08
H (-1.00, 1.95, -4.96)  0.04
C (4.35, -3.20, 0.64)  -0.01
C (5.48, -4.20, 0.52)  -0.51
O (6.57, -4.00, 1.00)  0.06
C (5.12, -5.53, -0.10)  -0.02
H (4.58, -2.54, 1.48)  0.09
H (3.36, -3.66, 0.73)  0.07
H (4.36, -2.61, -0.27)  0.06
H (4.07, -5.78, 0.02)  0.06
H (5.71, -6.34, 0.33)  0.08
H (5.33, -5.49, -1.17)  0.09
C (3.60, 1.79, 1.19)  0.00
C (3.92, 1.81, 2.67)  -0.48
O (4.83, 1.14, 3.09)  0.05
C (3.07, 2.64, 3.59)  -0.01
H (4.43, 1.24, 0.74)  0.07
H (3.45, 2.76, 0.71)  0.08
H (2.72, 1.16, 1.10)  0.06
H (2.48, 3.34, 2.99)  0.05
H (3.70, 3.12, 4.34)  0.09
H (2.30, 2.01, 4.05)  0.06
C (-2.24, 0.15, 4.81)  -0.02
C (-2.77, 0.08, 6.21)  -0.49
O (-3.67, -0.68, 6.52)  0.06
C (-2.13, 1.02, 7.20)  -0.01
H (-2.95, 0.76, 4.23)  0.11
H (-2.19, -0.79, 4.27)  0.07
H (-1.29, 0.67, 4.66)  0.06
H (-2.51, 2.03, 7.06)  0.08
H (-1.06, 1.02, 7.02)  0.07
H (-2.34, 0.65, 8.21)  0.08
C (6.77, -1.79, -2.64)  -0.01
C (5.64, -0.91, -3.14)  -0.47
O (5.43, -0.77, -4.32)  0.07
C (4.83, -0.15, -2.11)  -0.02
H (7.46, -1.25, -2.00)  0.09
H (7.35, -2.17, -3.48)  0.08
H (6.38, -2.65, -2.09)  0.07
H (5.16, 0.88, -1.98)  0.10
H (4.88, -0.66, -1.15)  0.06
H (3.79, -0.18, -2.44)  0.05